Record 1
{
  "formula": "C5H11N2",
  "method": "wB97M-V/def2-TZVPD",
  "smiles": "C/C=C/CNC=[NH2+]",
  "lumo_energy_ev": -3.2,
  "orbital_gap_ha": 0.3682,
  "homo_ev": -13.26,
  "energy_ha": -306.33398,
  "multiplicity": 1,
  "charge": 1,
  "largest_force_ev_per_a": 4.30,
  "e_above_lowest_ev": 1.347,
  "symbols": ["C", "C", "C", "C", "N", "C", "N", "H", "H", "H", "H", "H", "H", "H", "H", "H", "H", "H"],
  "positions_angstrom": [[1.46147, 1.09430, 2.64654], [0.25740, 0.61399, 1.96409], [0.24139, 0.21612, 0.67313], [-0.96997, -0.35225, -0.04416], [-0.82682, 0.26176, -1.43229], [-0.58434, -0.36347, -2.51553], [-0.55141, -1.67741, -2.61598], [2.34664, 1.01226, 1.83915], [1.66744, 0.39690, 3.48247], [1.56327, 2.16581, 2.94021], [-0.63662, 0.64445, 2.67489], [1.13372, 0.20847, -0.08679], [-1.97613, 0.06804, 0.45312], [-0.97191, -1.46993, -0.00040], [-0.66527, 1.21050, -1.26763], [-0.29147, 0.34299, -3.29766], [-0.26834, -2.10087, -3.53509], [-0.92907, -2.27165, -1.87807]],
  "forces_ev_per_a": [[3.600, -0.011, -1.798], [-1.293, 0.470, -0.346], [0.493, -0.326, -0.179], [-1.554, 1.191, 1.003], [-1.468, -2.277, 3.340], [0.933, 0.514, -0.737], [0.127, -0.535, -1.791], [-1.592, -0.085, 1.986], [0.162, 0.689, -0.241], [-0.838, -0.876, 0.139], [0.746, -0.419, -1.616], [-1.162, 0.196, 2.199], [2.146, -1.151, -1.293], [-0.120, 0.982, -0.499], [0.191, 1.863, -0.769], [-0.070, -0.971, -0.492], [-0.630, 0.539, 1.580], [0.331, 0.207, -0.487]]
}

---

Record 2
{
  "formula": "C5H11N2",
  "method": "wB97M-V/def2-TZVPD",
  "lumo_energy_ev": -3.5,
  "orbital_gap_ha": 0.3289,
  "homo_ev": -12.48,
  "energy_ha": -306.34097,
  "multiplicity": 1,
  "charge": 1,
  "largest_force_ev_per_a": 2.33,
  "e_above_lowest_ev": 1.157,
  "symbols": ["C", "C", "C", "C", "H", "H", "H", "H", "H", "H", "N", "C", "N", "H", "H", "H", "H", "H"],
  "positions_angstrom": [[-1.52973, 0.16007, 2.51535], [-1.28681, -0.60566, 1.41362], [0.00838, -1.16816, 1.12996], [0.30267, -2.24178, 0.30746], [-0.71153, 0.35483, 3.20483], [-2.50892, 0.57547, 2.76294], [-2.12162, -1.02010, 0.82607], [0.75644, -0.72506, 1.80156], [1.29263, -2.69238, 0.22055], [-0.52678, -2.74137, -0.22357], [1.09183, 2.29169, -2.22936], [0.73554, 1.38833, -1.31483], [0.66949, 0.11100, -1.55195], [1.43555, 2.02593, -3.13570], [0.87309, 3.25460, -2.07363], [0.40007, 1.82074, -0.32794], [0.32507, -0.56558, -0.84348], [0.79462, -0.22258, -2.48188]],
  "forces_ev_per_a": [[0.402, -0.668, -1.318], [-1.724, 0.049, 0.924], [1.365, -1.893, -0.044], [-1.181, 1.379, 1.237], [-0.086, 0.254, -0.122], [0.292, -0.379, -0.120], [0.213, 0.634, 0.098], [0.317, -0.338, -0.595], [-0.261, 0.336, 0.132], [0.500, 0.314, 0.190], [-0.220, -0.961, 0.808], [-0.700, 1.257, 0.057], [-0.249, 0.524, 0.599], [-0.030, -0.020, -0.205], [0.201, 0.388, 0.120], [0.475, -0.874, -1.049], [0.434, 0.314, -0.081], [0.252, -0.316, -0.632]]
}